The following is a DFT calculation (wB97M-V/def2-TZVPD) of a 2-piece molecular cluster, C12H14O9S overall at a distorted geometry.

Output
- Charge: -2
- Molecular weight: 334.30 g mol⁻¹
- DFT total energy: -1540.83159 Ha
- F_max: 0.09666 Eh/bohr
- LUMO energy: 3.6 eV
- HOMO-LUMO gap: 2.9 eV
- 2S+1: 1
- ΔE to the lowest compared entry with this formula, charge and spin: 22.30 kJ/mol

Each line ends with the Mulliken charge.
Geometry (Å):
C (2.753, -1.124, -1.623)  -0.76
O (1.399, -1.198, -2.102)  -0.21
C (1.217, -0.528, -3.356)  -0.46
C (1.350, 1.060, -3.309)  -0.50
C (0.237, 1.809, -2.448)  -0.46
O (-0.070, 1.180, -1.183)  -0.24
S (-1.702, 1.287, -0.777)  0.41
O (-1.722, 1.415, 0.721)  -0.38
O (-2.514, -0.171, -1.063)  -0.29
C (-2.504, -0.536, -2.453)  0.01
C (-2.000, -2.068, -2.530)  0.08
O (-2.767, -2.987, -2.866)  -0.53
H (3.352, -2.082, -1.743)  0.25
H (2.682, -0.911, -0.497)  0.27
H (3.372, -0.279, -2.063)  0.28
H (1.958, -0.931, -4.141)  0.30
H (0.180, -0.796, -3.769)  0.21
H (2.381, 1.414, -2.991)  0.33
H (1.215, 1.422, -4.393)  0.27
H (-0.735, 2.014, -3.027)  0.39
H (0.666, 2.847, -2.193)  0.27
H (-3.537, -0.505, -2.926)  0.25
H (-1.820, 0.094, -3.104)  0.08
H (-0.905, -2.270, -2.255)  0.32
C (-0.574, 0.767, 3.482)  -0.39
C (-0.565, -0.596, 3.395)  0.38
C (-0.198, -1.295, 4.712)  0.48
O (-0.204, -2.522, 4.864)  -0.77
C (0.188, -0.460, 5.858)  -0.81
C (0.192, 0.903, 5.941)  0.38
C (-0.278, 1.601, 4.656)  0.49
O (-0.417, 2.825, 4.550)  -0.77
O (0.525, 1.622, 6.928)  -0.84
O (-0.821, -1.314, 2.383)  -0.80
H (-0.833, 1.348, 2.601)  0.42
H (0.498, -1.038, 6.723)  0.32

***

The following is a DFT calculation (wB97M-V/def2-TZVPD) of one molecule with the formula C12H14OS at a distorted geometry.

Output
- Molecular weight: 206.31 g mol⁻¹
- DFT total energy: -938.92589 Ha
- F_max: 0.11758 Eh/bohr
- LUMO energy: 0.6 eV
- HOMO-LUMO gap: 8.0 eV
- 2S+1: 1
- ΔE to the lowest compared entry with this formula, charge and spin: 274.44 kJ/mol

Each line ends with the Mulliken charge.
Geometry (Å):
C (-3.632, -0.455, -0.329)  -0.53
C (-4.187, 0.709, 0.334)  -0.98
C (-1.503, 0.297, 0.606)  -1.47
C (1.792, 0.587, 1.121)  -0.26
C (-2.282, -0.520, -0.307)  0.47
C (2.434, 0.334, 0.005)  0.90
C (-3.498, 1.599, 1.045)  0.86
C (0.561, 1.496, 1.181)  -1.08
C (2.044, 1.172, -1.136)  -1.01
C (-0.367, 0.825, 0.205)  0.87
C (-1.587, -1.704, -1.044)  -1.21
C (3.340, -0.825, -0.086)  -1.70
O (-3.111, 2.531, 1.614)  -0.39
S (0.189, 0.915, -1.459)  -0.03
H (-4.492, -0.946, -0.747)  0.40
H (-5.165, 0.705, 0.554)  0.39
H (-1.791, 0.311, 1.601)  0.71
H (1.984, -0.015, 2.041)  0.30
H (0.237, 1.675, 2.184)  0.43
H (0.880, 2.454, 0.704)  0.29
H (2.355, 2.151, -1.181)  0.50
H (2.374, 0.676, -2.097)  0.36
H (-1.821, -1.675, -2.029)  0.40
H (-1.867, -2.577, -0.583)  0.41
H (-0.463, -1.449, -0.834)  0.14
H (3.598, -1.012, -1.077)  0.44
H (2.697, -1.670, 0.129)  0.36
H (4.174, -0.679, 0.515)  0.41

***

The following is a DFT calculation (wB97M-V/def2-TZVPD) of one molecule with the formula C12H14S at a distorted geometry.

Output
- Molecular weight: 190.31 g mol⁻¹
- DFT total energy: -863.58937 Ha
- F_max: 0.06070 Eh/bohr
- LUMO energy: 0.9 eV
- HOMO-LUMO gap: 8.7 eV
- 2S+1: 1
- ΔE to the lowest compared entry with this formula, charge and spin: 338.64 kJ/mol

Each line ends with the Mulliken charge.
Geometry (Å):
C (1.935, -1.319, 1.490)  -0.51
C (1.281, -2.182, 2.275)  -0.46
C (1.310, -0.413, 0.480)  0.60
C (-0.687, -2.650, 0.616)  -0.85
C (0.266, 0.321, 0.975)  0.27
C (-0.903, -2.759, -0.575)  1.31
C (-0.317, 0.840, 2.206)  -0.90
C (-1.697, 2.072, 0.033)  -0.55
C (-0.421, 2.902, 0.320)  -0.91
C (-0.649, 1.466, 0.897)  0.48
C (1.757, -0.493, -0.972)  -1.16
C (-1.165, -2.693, -2.032)  -1.05
S (-0.479, -2.429, 2.277)  -0.36
H (2.962, -1.221, 1.658)  0.41
H (1.807, -2.682, 3.027)  0.52
H (-1.189, 0.512, 2.731)  0.25
H (0.175, 1.484, 2.837)  0.29
H (-2.609, 2.216, 0.595)  0.26
H (-1.690, 1.701, -1.034)  0.21
H (0.464, 3.011, -0.344)  0.24
H (-0.465, 3.488, 1.219)  0.29
H (1.493, -1.532, -1.437)  0.09
H (1.315, 0.303, -1.549)  0.32
H (2.932, -0.274, -0.994)  0.34
H (-0.235, -2.329, -2.447)  0.30
H (-1.327, -3.722, -2.422)  0.31
H (-2.181, -2.187, -2.122)  0.26

***

The following is a DFT calculation (wB97M-V/def2-TZVPD) of one molecule with the formula C12H15BO2 at a distorted geometry.

Output
- Molecular weight: 202.06 g mol⁻¹
- DFT total energy: -641.50513 Ha
- F_max: 0.10070 Eh/bohr
- LUMO energy: 0.2 eV
- HOMO-LUMO gap: 9.4 eV
- 2S+1: 1
- ΔE to the lowest compared entry with this formula, charge and spin: 102.80 kJ/mol

Each line ends with the Mulliken charge.
Geometry (Å):
B (0.704, 0.313, -0.109)  0.84
C (4.433, 0.971, 0.336)  -0.21
C (3.147, 1.155, 0.260)  -0.16
C (5.176, -0.122, 0.105)  -0.53
C (4.226, -1.179, -0.239)  -0.36
C (2.845, -1.031, -0.232)  -0.69
C (2.211, 0.224, 0.003)  0.71
C (-1.351, -0.600, -0.116)  1.48
C (-1.453, 1.038, -0.022)  1.51
C (-1.693, -1.219, 1.282)  -1.57
C (-2.159, -1.335, -1.235)  -1.43
C (-2.024, 1.601, -1.263)  -2.05
C (-1.929, 1.611, 1.268)  -1.52
O (-0.003, -0.809, -0.316)  -0.62
O (-0.035, 1.426, -0.006)  -0.60
H (6.305, -0.283, 0.258)  0.31
H (4.609, -2.157, -0.297)  0.37
H (2.201, -1.827, -0.308)  0.46
H (-1.449, -0.471, 2.105)  0.19
H (-1.069, -2.136, 1.438)  0.40
H (-2.738, -1.594, 1.416)  0.38
H (-2.814, -0.583, -1.790)  0.35
H (-2.828, -2.015, -0.790)  0.36
H (-1.407, -1.735, -1.996)  0.29
H (-2.118, 2.735, -1.221)  0.37
H (-3.071, 1.297, -1.222)  0.52
H (-1.632, 1.361, -2.315)  0.26
H (-1.657, 2.754, 1.343)  0.34
H (-1.341, 1.079, 2.117)  0.33
H (-3.086, 1.529, 1.547)  0.27